Computed, not measured: a structure of composition C36H58FeN6O4PS, with ωB97M-V with the def2-TZVPD basis set.

Cartesian coordinates (Å):
Fe (-1.597, 0.868, 1.154)
C (-4.044, 1.540, 2.520)
C (-4.824, 1.392, 1.232)
C (-4.414, 0.300, 0.279)
C (-5.415, -0.279, -0.493)
C (-5.097, -1.203, -1.469)
C (-3.765, -1.533, -1.650)
C (-2.821, -0.945, -0.837)
N (-3.125, -0.052, 0.120)
N (-2.662, 2.047, 2.351)
C (-2.609, 3.437, 1.815)
C (-2.512, 3.414, 0.321)
C (-2.924, 4.443, -0.500)
C (-2.774, 4.300, -1.871)
C (-2.237, 3.126, -2.377)
C (-1.854, 2.136, -1.496)
N (-1.973, 2.288, -0.171)
C (-1.977, 2.030, 3.670)
C (-0.506, 2.147, 3.405)
C (0.405, 2.650, 4.305)
C (1.750, 2.661, 3.953)
C (2.130, 2.167, 2.718)
C (1.160, 1.677, 1.861)
N (-0.131, 1.683, 2.200)
H (-3.964, 0.578, 3.026)
H (-4.579, 2.227, 3.182)
H (-4.859, 2.340, 0.684)
H (-5.858, 1.196, 1.520)
H (-6.441, 0.018, -0.325)
H (-5.871, -1.649, -2.079)
H (-3.451, -2.239, -2.405)
H (-1.773, -1.183, -0.944)
H (-1.700, 3.906, 2.196)
H (-3.457, 4.023, 2.176)
H (-3.358, 5.336, -0.070)
H (-3.082, 5.093, -2.538)
H (-2.107, 2.972, -3.438)
H (-1.418, 1.209, -1.840)
H (-2.185, 1.077, 4.152)
H (-2.346, 2.838, 4.307)
H (0.071, 3.026, 5.263)
H (2.486, 3.055, 4.640)
H (3.165, 2.158, 2.408)
H (1.385, 1.292, 0.874)
C (3.657, -2.515, -4.247)
C (2.640, -1.401, -4.464)
C (1.614, -1.264, -3.341)
C (2.225, -1.050, -1.960)
N (3.160, 0.070, -1.908)
C (2.810, 1.355, -1.779)
S (1.195, 1.856, -1.599)
N (3.795, 2.268, -1.766)
C (5.200, 2.023, -2.074)
C (5.516, 1.753, -3.545)
C (5.097, 2.871, -4.503)
C (3.650, 2.782, -4.984)
H (4.302, -2.631, -5.117)
H (3.162, -3.473, -4.072)
H (4.308, -2.323, -3.389)
H (2.104, -1.578, -5.399)
H (3.155, -0.446, -4.598)
H (0.999, -2.169, -3.290)
H (0.943, -0.429, -3.557)
H (2.784, -1.934, -1.649)
H (1.442, -0.870, -1.221)
H (4.123, -0.134, -2.122)
H (3.466, 3.219, -1.766)
H (5.565, 1.207, -1.443)
H (5.739, 2.913, -1.750)
H (5.064, 0.810, -3.874)
H (6.597, 1.601, -3.600)
H (5.751, 2.840, -5.375)
H (5.282, 3.842, -4.031)
H (3.474, 1.830, -5.489)
H (3.433, 3.575, -5.700)
H (2.925, 2.863, -4.172)
C (-3.846, -2.968, 1.951)
C (-2.483, -3.637, 1.920)
C (-2.502, -4.897, 1.076)
C (-1.968, -3.908, 3.323)
O (-1.556, -2.729, 1.188)
P (-0.818, -1.471, 1.742)
O (-0.371, -0.608, 0.558)
O (-1.756, -0.514, 2.512)
O (0.321, -1.898, 2.704)
C (1.607, -2.578, 2.354)
C (1.394, -3.607, 1.259)
C (2.041, -3.221, 3.654)
C (2.572, -1.494, 1.909)
H (-4.568, -3.642, 2.412)
H (-4.185, -2.746, 0.938)
H (-3.812, -2.047, 2.533)
H (-3.195, -5.619, 1.507)
H (-1.514, -5.352, 1.035)
H (-2.826, -4.670, 0.060)
H (-2.648, -4.600, 3.820)
H (-1.924, -2.996, 3.919)
H (-0.980, -4.366, 3.299)
H (0.666, -4.361, 1.554)
H (2.343, -4.109, 1.068)
H (1.066, -3.141, 0.327)
H (1.326, -3.978, 3.973)
H (2.131, -2.470, 4.439)
H (3.011, -3.700, 3.519)
H (2.209, -0.998, 1.008)
H (3.542, -1.943, 1.689)
H (2.707, -0.757, 2.701)

Force components x, y, z for each atom (eV/Å):
Fe -0.5 -0.6 0.4
C 0.0 0.0 0.1
C 0.0 0.0 0.0
C 0.0 0.0 -0.1
C 0.0 0.0 0.0
C 0.0 0.0 0.0
C 0.0 0.0 0.0
C 0.1 0.0 0.0
N -0.1 0.2 0.0
N -0.1 0.2 0.0
C 0.0 0.0 0.0
C 0.0 -0.2 0.0
C 0.0 0.0 0.0
C 0.0 0.0 0.0
C 0.0 0.0 0.0
C 0.0 0.1 0.0
N 0.3 0.1 -0.1
C 0.1 0.0 -0.1
C 0.0 0.0 0.1
C 0.1 0.0 0.0
C 0.0 0.0 0.0
C 0.0 0.0 0.0
C 0.0 0.0 -0.1
N -0.1 0.0 0.1
H 0.0 0.0 0.0
H 0.0 0.0 0.0
H 0.0 0.0 0.0
H 0.0 0.0 0.0
H 0.0 0.0 0.0
H 0.0 0.0 0.0
H 0.0 0.0 0.0
H 0.0 0.0 0.0
H 0.0 0.0 0.1
H 0.0 0.0 -0.1
H 0.0 0.0 0.0
H 0.0 0.0 0.0
H 0.0 0.0 0.0
H 0.0 0.0 0.0
H 0.0 0.0 0.0
H 0.0 0.0 0.0
H 0.0 0.0 0.0
H 0.0 0.0 0.0
H 0.0 0.0 0.0
H 0.0 0.0 0.0
C 0.0 0.0 0.0
C 0.0 0.0 0.0
C 0.0 0.0 0.0
C 0.0 0.0 0.0
N 0.0 0.0 0.0
C 0.0 0.0 0.0
S 0.1 0.1 -0.1
N -0.1 0.0 -0.1
C 0.0 0.0 0.0
C 0.0 0.0 0.0
C 0.0 0.0 0.0
C 0.0 0.0 0.0
H 0.0 0.0 0.0
H 0.0 0.0 0.0
H 0.0 0.0 0.0
H 0.0 0.0 0.0
H 0.0 0.0 0.0
H 0.0 0.0 0.0
H 0.0 0.0 0.0
H 0.0 0.0 0.0
H 0.0 0.0 0.0
H 0.0 0.0 0.0
H 0.0 0.0 0.0
H 0.0 0.0 0.0
H 0.0 0.0 0.0
H 0.0 0.0 0.0
H 0.0 0.0 0.0
H 0.0 0.0 0.0
H 0.0 0.0 0.0
H 0.0 0.0 0.0
H 0.0 0.0 0.0
H 0.0 0.0 0.0
C 0.0 0.0 0.0
C 0.0 -0.1 0.0
C 0.0 0.0 0.0
C 0.0 0.0 0.0
O 0.1 0.1 0.1
P -0.1 0.0 0.1
O 0.0 0.0 -0.2
O 0.2 -0.1 -0.1
O 0.1 0.0 -0.1
C 0.0 0.0 0.0
C 0.0 0.0 0.0
C 0.0 0.0 0.0
C 0.0 0.0 0.0
H 0.0 0.0 0.0
H 0.0 0.0 0.0
H 0.0 0.0 0.0
H 0.0 0.0 0.0
H 0.0 0.0 0.0
H 0.0 0.0 0.0
H 0.0 0.0 0.0
H 0.0 0.0 0.0
H 0.0 0.0 0.0
H 0.0 0.0 0.0
H 0.0 0.0 0.0
H 0.0 0.0 0.0
H 0.0 0.0 0.0
H 0.0 0.0 0.0
H 0.0 0.0 0.0
H 0.0 0.0 0.0
H 0.0 0.0 0.0
H 0.0 0.0 0.0

## Properties
- DFT total energy (Eh) = -4039.12325
- total charge = +2
- HOMO level (alpha / beta) (eV) = -12.63 / -12.63
- ⟨S²⟩ = 0.773
- 2S+1 = 2
- Kohn-Sham gap (alpha / beta) (eV) = 7.307 / 6.593